Entry from OMol25: an isolated molecule of C5H8N2 (the ωB97M-V functional and the def2-TZVPD basis).

The geometry in XYZ format:
```
15
Properties=species:S:1:pos:R:3:lowdin_charge:R:1
C 1.8680 -0.0917 0.1613 -0.17
H 3.7631 0.0840 -0.6628 0.05
H 2.7881 -1.4408 -1.1348 0.05
N 0.0269 1.1561 0.1822 -0.08
H -1.6548 2.3317 0.7997 0.10
H -0.6250 -1.5732 -0.8686 0.07
C -1.3050 -1.0369 -0.1964 -0.07
C -1.2473 1.3260 0.8617 -0.11
H -2.3301 -1.3310 -0.4462 0.08
C 2.8634 -0.5159 -0.5717 0.01
H -1.0934 -1.3621 0.8254 0.07
H -1.3723 0.8208 1.8174 0.11
C -1.1573 0.4586 -0.3387 -0.32
H -1.4688 0.8622 -1.3012 0.13
N 0.9444 0.3123 0.8729 0.07
```

Calculated values
Frontier orbital gap (eV): 9.94
HOMO (Eh): -0.32586
LUMO level (Eh): 0.0396
Largest force on an atom (eV/A): 0.7
Spin multiplicity: 1
Net charge: 0
SMILES: C=C=NN1C[C@@H]1C